{"formula": "C12H19BrO9S", "method": "ωB97M-V with the def2-TZVPD basis set", "smiles": "O=S1(=O)CC[C@H](Br)CO1.C[C@@H]1COC(=O)O1.C[C@@H]1COC(=O)O1", "homo_lumo_gap_ha": 0.3956, "fmax_ev_per_a": 0.1, "spin_multiplicity": 1, "de_lowest_kcal_mol": 0.0, "e_tot_ha": -4118.0548, "species": ["O", "S", "O", "C", "C", "C", "Br", "C", "O", "H", "H", "H", "H", "H", "H", "H", "C", "C", "C", "O", "C", "O", "O", "H", "H", "H", "H", "H", "H", "C", "C", "C", "O", "C", "O", "O", "H", "H", "H", "H", "H", "H"], "coordinates": [[3.5544, 3.7441, -1.4890], [3.0371, 2.8262, -2.4463], [1.8146, 2.1152, -2.2117], [2.9448, 3.5786, -4.0441], [2.7546, 2.5311, -5.1448], [3.7799, 1.4057, -5.0665], [3.3115, -0.0057, -6.3211], [3.8908, 0.7606, -3.6947], [4.1984, 1.7709, -2.7063], [2.0956, 4.2607, -4.0002], [3.8595, 4.1604, -4.1603], [1.7455, 2.1199, -5.1012], [2.8618, 3.0330, -6.1070], [4.7591, 1.7491, -5.3966], [2.9679, 0.2486, -3.4208], [4.7241, 0.0646, -3.6548], [1.2405, 2.5531, 1.0833], [0.9956, 1.4209, 2.0398], [1.0118, 0.0313, 1.4271], [0.0642, -0.6799, 2.2331], [-0.7879, 0.2212, 2.7781], [-1.7860, -0.0668, 3.3586], [-0.3495, 1.4760, 2.5651], [1.0650, 3.5122, 1.5686], [2.2751, 2.5320, 0.7396], [0.5912, 2.4732, 0.2123], [1.6725, 1.4656, 2.8977], [1.9730, -0.4720, 1.4839], [0.6558, 0.0489, 0.3941], [-3.6966, -2.7130, 2.3605], [-4.6816, -3.2459, 3.3622], [-4.2972, -4.5437, 4.0497], [-5.5640, -5.1670, 4.2811], [-6.4499, -4.6780, 3.3777], [-7.5422, -5.1112, 3.2038], [-5.9141, -3.6308, 2.7153], [-4.1218, -1.8625, 1.8300], [-2.7998, -2.3630, 2.8708], [-3.4284, -3.4834, 1.6362], [-4.9340, -2.4853, 4.1064], [-3.7871, -4.4114, 4.9998], [-3.7043, -5.1834, 3.3905]], "atomic_forces_ev_per_a": [[-0.1, -0.1, 0.0], [0.0, 0.0, -0.1], [0.1, 0.0, 0.0], [0.0, 0.1, 0.0], [0.0, 0.0, 0.0], [0.1, 0.0, -0.1], [0.0, 0.0, 0.0], [0.0, 0.0, 0.0], [0.0, 0.0, 0.0], [0.0, 0.0, 0.0], [0.0, 0.0, 0.0], [0.0, 0.0, 0.1], [-0.1, 0.0, 0.0], [0.0, 0.1, 0.1], [0.0, 0.0, 0.0], [0.0, 0.0, 0.0], [0.0, 0.1, 0.0], [0.0, 0.0, 0.0], [0.0, 0.0, 0.0], [0.0, 0.0, 0.0], [0.0, 0.0, 0.0], [0.0, 0.0, 0.0], [0.0, 0.0, 0.0], [0.0, 0.0, 0.0], [0.0, 0.0, 0.0], [0.0, 0.0, 0.0], [0.0, 0.0, 0.0], [0.0, 0.0, 0.0], [0.0, 0.0, 0.0], [0.0, 0.0, 0.0], [0.0, 0.0, 0.1], [0.0, 0.0, 0.0], [0.0, 0.0, 0.0], [0.0, 0.0, 0.0], [0.0, 0.0, 0.0], [0.0, 0.0, 0.0], [0.0, 0.0, 0.0], [0.0, 0.0, 0.0], [0.0, 0.0, 0.0], [0.0, 0.0, 0.0], [0.0, 0.0, 0.0], [0.0, 0.0, 0.0]]}

=====

{"formula": "C12H19FN2O4S", "method": "ωB97M-V with the def2-TZVPD basis set", "smiles": "N#CC[C@@](C#N)(CCF)C[C@@H]1CO1.CCOS(C)(=O)=O", "homo_lumo_gap_ha": 0.4193, "fmax_ev_per_a": 1.1, "spin_multiplicity": 1, "e_tot_ha": -1377.0962, "species": ["N", "C", "C", "C", "C", "N", "C", "C", "F", "C", "C", "C", "O", "H", "H", "H", "H", "H", "H", "H", "H", "H", "H", "H", "C", "C", "O", "S", "C", "O", "O", "H", "H", "H", "H", "H", "H", "H", "H"], "coordinates": [[1.3158, -0.4097, 2.2578], [1.4069, 0.7334, 2.2729], [1.5180, 2.1946, 2.2738], [0.5790, 2.9005, 1.2271], [1.3888, 3.9591, 0.5887], [2.0009, 4.8134, 0.1295], [0.0773, 1.9249, 0.1469], [1.1233, 1.4632, -0.8604], [1.0456, 2.2359, -2.0036], [-0.5923, 3.5918, 1.9439], [-1.4657, 2.6162, 2.6913], [-2.5954, 1.9597, 2.0183], [-2.7775, 3.0271, 2.9892], [2.5630, 2.4498, 2.1002], [1.2753, 2.5408, 3.2802], [-0.7152, 2.4187, -0.4207], [-0.3728, 1.0491, 0.6130], [2.1442, 1.5505, -0.4784], [0.9216, 0.4273, -1.1237], [-1.2313, 4.1053, 1.2251], [-0.1805, 4.3029, 2.6638], [-0.9810, 2.0397, 3.4748], [-2.8946, 2.3092, 1.0387], [-2.9108, 0.9881, 2.3744], [-0.9367, -4.8105, -3.7281], [-1.3647, -4.2059, -2.4086], [-0.2564, -4.0433, -1.4885], [0.7024, -2.8000, -1.7149], [1.5162, -2.8411, -0.1582], [-0.1021, -1.6146, -1.8119], [1.6358, -3.0947, -2.7567], [-0.3077, -4.1262, -4.2949], [-1.8208, -5.0422, -4.3227], [-0.3727, -5.7281, -3.5627], [-1.8548, -3.2411, -2.5431], [-2.0535, -4.8617, -1.8805], [0.7918, -2.6558, 0.6293], [2.2653, -2.0526, -0.1741], [1.9900, -3.8122, -0.0420]], "atomic_forces_ev_per_a": [[0.0, -0.1, 0.0], [0.0, 0.2, 0.0], [-0.1, -0.1, 0.0], [0.3, -0.1, -0.1], [-0.2, 0.0, 0.1], [0.1, 0.0, 0.0], [0.0, 0.1, -0.2], [-0.1, -0.2, 0.3], [0.0, 0.1, -0.2], [-0.2, -0.2, 0.4], [0.1, -0.4, -0.6], [-0.2, 0.9, 0.7], [0.0, -0.3, 0.0], [0.0, 0.0, -0.1], [0.1, 0.1, 0.0], [0.0, 0.0, 0.0], [0.0, 0.1, 0.1], [0.0, 0.0, 0.0], [0.1, 0.0, -0.2], [0.2, 0.2, 0.0], [-0.1, 0.2, -0.1], [0.0, 0.0, 0.1], [0.1, -0.4, -0.2], [-0.1, -0.1, -0.2], [0.1, 0.0, 0.0], [-0.2, 0.0, -0.2], [0.1, 0.0, 0.0], [0.0, -0.1, 0.2], [0.0, -0.1, 0.0], [0.0, 0.1, 0.0], [0.0, 0.1, 0.0], [0.0, 0.0, 0.0], [0.0, 0.0, 0.0], [0.0, 0.0, 0.0], [0.1, 0.0, 0.0], [0.1, 0.0, 0.1], [0.0, 0.0, 0.0], [0.0, 0.0, 0.0], [0.0, 0.0, 0.0]]}